Record 1
C47H53BCl3CsN8O6S4 | the ωB97M-V functional and the def2-TZVPD basis

Structure (XYZ):
```
123
Properties=species:S:1:pos:R:3
Cs 2.29747 -0.95523 2.69828
O 4.32550 -5.04976 4.42133
C 5.24914 -5.40206 3.51726
C 6.19964 -6.35903 3.88679
C 7.16325 -6.77066 2.98688
C 7.20146 -6.23839 1.70167
C 6.26101 -5.29079 1.33412
C 5.27677 -4.85433 2.21825
C 4.25702 -3.83402 1.79547
O 3.44891 -3.37511 2.67445
N 4.26826 -3.54139 0.51406
N 3.38887 -2.51770 0.20361
C 2.94550 -2.51865 -0.97621
S 3.24262 -3.80631 -2.17220
C 2.32974 -2.97641 -3.50774
C 1.22973 -2.12164 -2.89871
S 1.97901 -1.16351 -1.56309
H 3.75559 -4.36304 3.94252
H 6.15334 -6.76230 4.89069
H 7.89355 -7.51321 3.28964
H 7.95962 -6.55731 0.99730
H 6.26335 -4.85643 0.34318
H 1.91536 -3.74854 -4.15778
H 3.01909 -2.35815 -4.08363
H 0.41952 -2.73076 -2.50164
H 0.82480 -1.40887 -3.61836
S -0.90323 3.86153 0.16233
C -1.71780 3.70711 -1.32871
N -2.94063 4.35572 -1.49457
C -3.59030 4.34911 -2.78127
C -3.48971 2.95953 -3.36215
N -2.09663 2.60328 -3.46220
C -1.66377 2.07550 -4.73519
C -1.62110 3.13318 -5.81426
C -0.91476 4.31577 -5.59475
C -0.87205 5.29670 -6.57193
C -1.53331 5.11531 -7.78204
C -2.23829 3.94342 -8.00697
C -2.28128 2.96089 -7.02414
C -1.20589 2.97363 -2.45750
S 0.43111 2.53471 -2.62223
C -3.67564 4.94575 -0.39706
C -4.88485 4.12233 -0.02065
C -6.17469 4.59478 -0.22849
C -7.28172 3.81893 0.09835
C -7.10244 2.55740 0.64202
C -5.81454 2.07636 0.85623
C -4.71375 2.84905 0.52400
H -3.11537 5.06248 -3.46902
H -4.63569 4.63525 -2.65524
H -3.93810 2.92205 -4.35718
H -4.03306 2.25841 -2.71233
H -2.34454 1.27232 -5.03798
H -0.67067 1.64940 -4.58973
H -0.39188 4.44494 -4.65350
H -0.31609 6.20857 -6.39056
H -1.49858 5.88518 -8.54307
H -2.76058 3.79380 -8.94420
H -2.83813 2.04608 -7.19801
H -3.99403 5.95898 -0.67069
H -2.98638 5.01935 0.44308
H -6.31315 5.58522 -0.64998
H -8.28079 4.20152 -0.07270
H -7.95926 1.94861 0.90274
H -5.67403 1.09630 1.29414
H -3.70466 2.48489 0.69320
Cl -1.05110 -1.06259 10.02467
C -0.31749 -0.65901 8.48129
C -0.58358 -1.43690 7.36658
C 0.00142 -1.10483 6.16423
Cl -0.33234 -2.09591 4.76289
C 0.88281 0.00748 5.96382
O 1.40284 0.28797 4.85093
C 1.09893 0.74616 7.17075
Cl 2.15958 2.12737 7.07986
C 0.52659 0.43458 8.38653
H -1.23660 -2.29621 7.43431
H 0.74053 1.04299 9.25449
C 3.57259 4.51280 -0.45392
N 4.07641 3.20501 -0.10170
C 5.43339 2.96261 0.33613
C 5.28125 1.63604 1.10547
O 6.22080 1.03004 1.57371
N 3.95177 1.30308 1.15540
C 3.30242 2.26996 0.52131
N 1.98392 2.36799 0.49831
H 4.36647 5.06844 -0.95066
H 3.23757 5.07723 0.42383
H 2.73685 4.42508 -1.14903
H 5.79506 3.74301 1.01377
H 6.13493 2.85157 -0.49171
H 1.44235 1.60946 0.87220
H 1.46337 2.95112 -0.14465
C -0.96905 -0.17455 1.04631
C -2.04928 -1.23713 0.93501
C -3.23328 -0.86400 1.80292
O -1.48969 -2.47226 1.43272
B -1.03627 -3.17040 0.34691
O -1.46457 -2.65026 -0.85378
C -2.41020 -1.59509 -0.54623
C -3.80287 -2.19656 -0.68041
C -2.22867 -0.46677 -1.53934
H -0.69474 -0.06023 2.09625
H -1.32440 0.79505 0.68863
H -0.08361 -0.44076 0.46422
H -2.88014 -0.65702 2.81370
H -3.96854 -1.66687 1.85112
H -3.71038 0.03608 1.41130
H -3.94741 -3.01336 0.02938
H -3.91263 -2.59613 -1.68971
H -4.57681 -1.44474 -0.51513
H -1.19781 -0.11739 -1.58429
H -2.86364 0.37848 -1.26784
H -2.52019 -0.80827 -2.53587
C 1.02409 -7.03927 0.63180
C 1.71240 -5.74737 1.06785
C 0.87284 -4.53445 0.89168
N -0.26414 -4.37623 0.44553
H 1.68166 -7.89476 0.79682
H 0.76861 -6.99527 -0.42759
H 0.10004 -7.19716 1.18941
H 2.63383 -5.56823 0.50777
H 2.01623 -5.77934 2.11814
```

* net charge: -2
* energy relative to the best compared isomer or geometry (same formula, charge and spin): 23.10 kcal per mole
* molecular weight: 1204.34 g/mol
* largest force on an atom: 0.0219 hartree/bohr
* Kohn-Sham gap (spin up / spin down): 5.3 / 6.3 eV

Record 2
C47H53N6O2P3PtSe | the ωB97M-V functional and the def2-TZVPD basis

Structure (XYZ):
```
113
Properties=species:S:1:pos:R:3
Pt 0.04272 -0.60315 -0.38089
C 3.17428 -0.57382 1.28558
N 2.40902 0.00061 2.34006
C 1.35452 -0.88116 2.77215
P -0.18068 -0.47533 1.85229
C -0.42222 1.19905 2.49011
C -0.13987 2.29836 1.68092
C -0.11810 3.57445 2.22575
C -0.39842 3.76032 3.57547
C -0.72252 2.67263 4.37458
C -0.72537 1.39337 3.83690
C -1.36751 -1.63117 2.57248
C -2.61383 -1.24821 3.06323
C -3.48949 -2.20176 3.56265
C -3.12682 -3.54156 3.57674
C -1.89394 -3.93400 3.07142
C -1.02379 -2.98483 2.55827
C 2.84749 1.14121 3.05831
C 3.67491 2.08271 2.44506
C 4.15769 3.17394 3.15364
C 3.81472 3.36498 4.48244
C 2.98074 2.44057 5.09007
C 2.49775 1.34314 4.39036
P 2.27208 -0.81967 -0.32609
C 2.84504 -2.51065 -0.64774
C 4.14601 -2.78974 -1.06714
C 4.56666 -4.10621 -1.19543
C 3.70319 -5.14991 -0.88765
C 2.41238 -4.87908 -0.45364
C 1.97764 -3.56325 -0.33647
C 2.99012 0.36359 -1.48484
C 2.80031 1.71182 -1.16823
C 3.18270 2.69796 -2.06294
C 3.74704 2.34579 -3.28450
C 3.91717 1.00933 -3.61209
C 3.53007 0.01575 -2.71977
H 3.49554 -1.58405 1.56912
H 4.07130 0.00306 1.07291
H 1.13917 -0.81784 3.83709
H 1.63737 -1.91891 2.56906
H 0.06173 2.14569 0.62727
H 0.12063 4.42551 1.60004
H -0.36374 4.75443 4.00403
H -0.95899 2.81841 5.42132
H -0.95756 0.54499 4.47285
H -2.89744 -0.20692 3.06576
H -4.45740 -1.89817 3.93972
H -3.80330 -4.28097 3.98647
H -1.61094 -4.97900 3.07933
H -0.07680 -3.30576 2.13906
H 3.94999 1.98870 1.40252
H 4.81636 3.87371 2.65456
H 4.19202 4.21528 5.03391
H 2.71450 2.55310 6.13400
H 1.86687 0.64175 4.91761
H 4.83805 -1.98440 -1.28265
H 5.57518 -4.31811 -1.52662
H 4.04189 -6.17386 -0.97725
H 1.74336 -5.69174 -0.20049
H 0.95882 -3.34977 -0.02246
H 2.34329 1.98669 -0.22278
H 3.03051 3.74065 -1.81534
H 4.05228 3.11618 -3.98118
H 4.35286 0.73782 -4.56567
H 3.65984 -1.02485 -2.98723
C -1.84025 -4.49869 -2.80136
P -2.49011 -3.44482 -1.49991
C -3.71537 -2.41588 -2.30061
C -3.35962 -4.51147 -0.36089
O -1.39626 -2.66666 -0.81425
H -2.61283 -5.15368 -3.20670
H -1.02661 -5.10406 -2.39835
H -1.45038 -3.87039 -3.60447
H -4.31154 -3.00108 -3.00304
H -3.19507 -1.61760 -2.83250
H -4.37059 -1.95924 -1.55925
H -4.17702 -5.04390 -0.85039
H -3.75414 -3.89740 0.45146
H -2.65520 -5.23011 0.05964
C 0.98737 -1.67763 -5.94651
N 0.46827 -1.00160 -4.76880
C -0.16774 0.29391 -4.77394
C -0.39441 0.52511 -3.29410
O -0.91484 1.51085 -2.83886
N 0.12403 -0.54310 -2.57525
C 0.61125 -1.40421 -3.50665
N 1.15889 -2.57320 -3.22134
H 0.52313 -1.24148 -6.82665
H 0.73470 -2.73878 -5.92860
H 2.06963 -1.56303 -6.03121
H -1.11368 0.28639 -5.31752
H 0.47493 1.07130 -5.19055
H 1.14187 -2.91395 -2.27307
H 1.51149 -3.17501 -3.94471
C -3.63699 2.54389 2.09220
N -3.36674 2.88798 0.70664
C -2.87813 2.07738 -0.24932
Se -2.52052 0.23110 -0.05599
N -2.82349 2.78340 -1.38344
C -3.24299 4.08877 -1.16520
C -3.35464 5.19046 -2.00487
C -3.85007 6.34904 -1.44091
C -4.24059 6.40458 -0.09272
C -4.13562 5.30475 0.73575
C -3.60988 4.14976 0.16733
H -3.21014 1.56996 2.28988
H -4.71139 2.52160 2.27141
H -3.17011 3.27958 2.74212
H -2.34801 2.42315 -2.20064
H -3.07328 5.14337 -3.04834
H -3.94821 7.23478 -2.05337
H -4.64150 7.32786 0.30317
H -4.45470 5.34027 1.76872
```

* net charge: +2
* energy relative to the best compared isomer or geometry (same formula, charge and spin): 1.45 kcal per mole
* molecular weight: 1100.94 g/mol
* largest force on an atom: 0.0175 hartree/bohr
* Kohn-Sham gap: 7.1 eV